Below is a 34-piece molecular cluster, C6H79BO38 overall, with properties calculated with ωB97M-V/def2-TZVPD.

The geometry in XYZ format:
```
124
Properties=species:S:1:pos:R:3
O -0.82 3.53 5.64
O 0.01 2.74 2.53
O 5.68 0.50 -5.83
O 1.38 7.04 0.37
O 0.51 -0.90 -1.35
O -2.10 -1.07 2.05
O -6.71 -1.50 -2.56
O 4.40 11.19 1.09
O -2.13 1.06 4.91
O -4.69 -4.16 -1.99
O -1.25 -1.49 -0.11
O 1.92 5.32 5.23
O -1.74 4.95 3.17
O 3.08 2.52 -6.58
O 4.09 6.00 0.46
O -9.26 -2.97 -2.32
O 1.04 1.74 -2.93
O 0.07 -3.06 -1.14
O 3.71 -6.35 0.69
O 1.02 4.25 -4.49
O 1.79 6.48 8.18
O -4.27 -1.75 -0.26
O -0.08 -7.73 3.50
O -2.19 -5.87 1.88
O 3.79 -5.43 -2.19
O 1.39 -8.25 1.05
O -1.90 1.98 -3.46
O 0.99 4.66 -1.06
O -4.68 3.88 3.77
O 3.39 -2.23 -1.02
O -1.48 5.78 -4.10
O -0.52 -2.86 1.75
O 1.40 -4.99 1.72
O 5.71 -4.64 2.58
O 3.29 8.62 2.04
O 0.41 1.24 -5.76
O 2.38 4.01 1.51
O -3.88 -1.90 -3.84
C -0.69 -5.41 -1.06
C 0.73 -5.80 -1.49
C -0.17 -1.80 -0.90
C -1.78 -6.23 -1.77
C -1.06 -3.95 -1.29
C -1.98 0.34 1.76
B -1.28 -1.82 1.25
H 3.11 -2.82 -0.31
H -9.02 -3.67 -1.71
H -3.33 -1.53 -0.26
H -1.20 5.47 3.78
H -4.85 -3.27 -1.64
H 1.22 3.70 -3.72
H -0.99 2.69 5.18
H 1.42 1.30 -3.71
H -5.00 -4.09 -2.90
H -4.55 -1.68 0.66
H 4.20 6.74 -0.15
H -0.80 -5.63 0.00
H 5.45 -4.59 3.50
H -0.99 2.23 -3.27
H 2.80 -6.66 0.66
H 0.91 2.46 2.73
H 0.14 3.49 1.94
H -2.25 -5.09 2.45
H -2.39 0.58 0.77
H 2.54 4.76 4.76
H 1.63 6.64 -0.46
H 1.05 -7.83 1.85
H 0.83 3.80 -1.47
H 5.39 -0.03 -5.09
H 1.13 -5.54 2.46
H -4.79 4.28 4.63
H 3.29 7.71 1.72
H 2.11 -8.82 1.36
H 2.64 -1.66 -1.20
H -0.62 5.35 -4.23
H 2.53 8.65 2.63
H 4.89 10.73 0.40
H 0.83 1.02 -2.33
H 1.33 7.30 8.36
H 4.11 -5.54 -3.09
H -1.52 -6.45 -2.81
H -1.43 4.05 3.31
H -5.96 -1.41 -3.16
H -2.07 0.15 4.59
H 1.82 6.41 7.22
H -2.36 2.05 -2.62
H 0.62 -4.49 1.47
H -1.87 -3.67 -0.62
H -6.39 -1.20 -1.71
H 3.01 1.65 -6.99
H 2.36 2.52 -5.94
H 0.73 -6.36 -2.43
H 0.16 1.48 -6.66
H 1.82 4.76 -4.66
H -0.94 0.64 1.80
H 4.17 -6.88 0.04
H -0.25 -7.62 4.44
H -3.41 -1.06 -3.76
H 4.95 -5.03 2.13
H -2.71 -5.66 -1.73
H -0.88 3.29 6.57
H -1.95 5.63 -4.92
H -3.28 -2.47 -4.32
H -2.90 1.07 5.49
H 0.32 -2.59 2.14
H 4.16 10.49 1.71
H 0.41 7.05 0.34
H -0.91 -8.08 3.14
H 1.06 4.90 5.10
H -8.41 -2.58 -2.58
H -1.94 -7.19 -1.28
H -1.47 -3.83 -2.31
H 4.17 -4.59 -1.91
H -2.62 -5.61 1.06
H 2.65 4.91 1.73
H 1.15 -6.46 -0.73
H 2.90 3.81 0.72
H 1.41 -4.96 -1.57
H -3.80 4.17 3.48
H -2.53 0.93 2.50
H 4.90 1.00 -6.09
H 0.94 4.50 -0.11
H 4.99 5.72 0.66
H 0.19 2.03 -5.26
```

The total energy comes out at -85991.0931 eV. Its HOMO energy is -10.76 eV. The LUMO energy is -0.029 Ha. The value obtained for the frontier orbital gap is 0.3668 Eh.

Below is a 2-piece molecular cluster, C6H7B overall, with properties calculated with ωB97M-V/def2-TZVPD.

The geometry in XYZ format:
```
14
Properties=species:S:1:pos:R:3
C 1.63 -1.08 -0.25
C 1.51 1.16 0.22
C 0.32 -0.83 -0.22
C 2.36 0.16 -0.10
C -1.00 1.24 0.21
C 0.12 0.56 0.12
B -3.16 -0.57 0.03
H 3.50 0.06 -0.08
H -1.03 2.20 0.86
H 2.09 -2.02 -0.65
H -4.13 -0.45 0.65
H -3.13 -1.30 -0.87
H 1.58 2.26 0.40
H -0.66 -1.38 -0.32
```

For the relative energy (zero: lowest compared OMol25 entry of this formula, charge and spin), the calculation gives 98.0 kcal per mole. The total energy comes out at -7004.1735 eV. Its HOMO energy (alpha / beta) is -8.58 / -8.54 eV. The LUMO energy (alpha / beta) is -0.025 / -0.034 Ha. The value obtained for the frontier orbital gap (alpha / beta) is 0.2901 / 0.2799 Eh.

Below is a 2-piece molecular cluster, C6H7BrO overall, with properties calculated with ωB97M-V/def2-TZVPD.

The geometry in XYZ format:
```
15
Properties=species:S:1:pos:R:3
Br 4.10 1.47 1.23
O 0.94 -1.20 -1.03
C -0.05 1.04 -0.61
C 2.54 -1.01 1.58
C 2.32 -1.08 2.90
C 2.79 0.22 0.85
C -1.26 1.65 -1.25
C 0.45 -0.14 -0.87
H -2.01 2.07 -0.66
H 2.66 -0.42 3.57
H 0.59 1.58 0.14
H 2.06 -1.70 0.82
H -1.01 2.59 -1.80
H -1.77 0.97 -1.95
H 1.68 -1.90 3.19
```

For the relative energy (zero: lowest compared OMol25 entry of this formula, charge and spin), the calculation gives 132.4 kcal per mole. The total energy comes out at -78419.6987 eV. Its HOMO energy (alpha / beta) is -8.46 / -8.31 eV. The LUMO energy (alpha / beta) is -0.037 / -0.033 Ha. The value obtained for the frontier orbital gap (alpha / beta) is 0.2744 / 0.2724 Eh.

Below is one molecule with the formula C6H7Cl, with properties calculated with ωB97M-V/def2-TZVPD.

The geometry in XYZ format:
```
14
Properties=species:S:1:pos:R:3
Cl 2.23 0.14 -0.56
C -2.39 -0.96 -0.88
C 0.88 -1.23 1.13
C -1.55 1.08 0.33
C 0.66 -0.14 0.32
C -0.14 1.14 0.25
C -2.42 0.00 0.12
H 0.16 2.18 0.41
H -3.17 0.02 0.75
H -1.58 -1.13 -1.60
H 1.96 -1.82 1.35
H -3.33 -1.50 -1.41
H -2.16 2.01 0.63
H 0.06 -1.45 1.79
```

For the relative energy (zero: lowest compared OMol25 entry of this formula, charge and spin), the calculation gives 84.8 kcal per mole. The SMILES is C=C/C=C\C(=C)Cl. The total energy comes out at -18853.3828 eV. Its HOMO energy is -8.51 eV. The LUMO energy is -0.007 Ha. The value obtained for the frontier orbital gap is 0.3062 Eh.

Below is one molecule with the formula C6H7Cl, with properties calculated with ωB97M-V/def2-TZVPD.

The geometry in XYZ format:
```
14
Properties=species:S:1:pos:R:3
Cl -3.71 -0.35 0.07
C -1.02 0.02 -0.14
C -0.04 1.14 -0.07
C 1.04 -1.01 0.04
C 1.35 0.47 0.09
C -0.39 -1.20 -0.26
C -2.42 0.74 -0.23
H 1.78 -1.46 -0.63
H -0.34 1.65 0.84
H 1.85 0.82 -0.90
H -0.11 1.99 -0.79
H 1.11 -1.53 0.98
H 1.79 0.88 1.08
H -0.91 -2.16 -0.10
```

For the relative energy (zero: lowest compared OMol25 entry of this formula, charge and spin), the calculation gives 89.6 kcal per mole. The total energy comes out at -18853.1749 eV. Its HOMO energy is -8.91 eV. The LUMO energy is -0.038 Ha. The value obtained for the frontier orbital gap is 0.2892 Eh.

Below is one molecule with the formula C6H7Cl2N3O2, with properties calculated with ωB97M-V/def2-TZVPD.

The geometry in XYZ format:
```
20
Properties=species:S:1:pos:R:3
Cl -0.29 -2.06 1.64
Cl 2.30 2.12 1.45
O 0.01 -2.29 -1.91
O 1.67 -1.70 -0.64
N 0.05 1.11 3.06
N -0.09 0.53 -2.51
N 0.69 -1.45 -1.33
C -0.90 -0.39 1.33
C 1.15 0.77 -0.44
C 1.13 1.00 0.90
C -1.19 -0.36 -0.12
C 0.22 -0.04 -1.27
C 0.10 0.63 1.90
H 1.92 1.14 -1.04
H -2.00 0.41 -0.42
H -0.64 0.80 3.72
H -1.69 -1.24 -0.35
H -0.65 0.05 -3.12
H -1.92 -0.55 1.87
H 0.11 1.52 -2.70
```

For the relative energy (zero: lowest compared OMol25 entry of this formula, charge and spin), the calculation gives 0.1 kcal per mole. The SMILES is [H]/N=C1/C(Cl)=C[C@@](N)([N+](=O)[O-])C[C@H]1Cl. The total energy comes out at -39940.6562 eV. Its HOMO energy is -9.80 eV. The LUMO energy is -0.016 Ha. The value obtained for the frontier orbital gap is 0.3444 Eh.

Below is one molecule with the formula C6H7Cl2NS, with properties calculated with ωB97M-V/def2-TZVPD.

The geometry in XYZ format:
```
17
Properties=species:S:1:pos:R:3
Cl -3.66 -1.02 -0.12
Cl -0.23 0.48 -2.23
S -2.73 1.98 0.66
N 1.52 1.61 -0.72
C -1.15 -1.91 -0.05
C 0.75 0.48 -0.89
C -1.96 -0.64 0.16
C -1.66 0.59 0.46
C 0.20 -1.83 -0.16
C 0.97 -0.58 -0.08
H -0.80 1.00 0.87
H 1.91 -0.64 0.48
H -1.68 -2.83 0.03
H 1.64 2.13 -1.61
H -3.59 1.29 0.12
H 2.38 1.47 -0.02
H 0.79 -2.70 -0.07
```

For the relative energy (zero: lowest compared OMol25 entry of this formula, charge and spin), the calculation gives 15.8 kcal per mole. The SMILES is N/C(Cl)=C/C=C\C(Cl)=C\S. The total energy comes out at -43702.8302 eV. Its HOMO energy is -7.62 eV. The LUMO energy is 0.011 Ha. The value obtained for the frontier orbital gap is 0.2915 Eh.

Below is one molecule with the formula C6H7Cl4NO2, with properties calculated with ωB97M-V/def2-TZVPD.

The geometry in XYZ format:
```
20
Properties=species:S:1:pos:R:3
Cl -1.62 0.83 -1.41
Cl 1.62 1.18 -1.45
Cl -0.92 -2.05 1.73
Cl -1.18 2.57 1.36
O 2.28 -2.49 -1.15
O -0.19 -1.81 -1.74
N 1.52 -1.66 -0.26
C 0.41 2.05 -0.71
C -0.50 -0.73 0.51
C 0.27 -1.46 -0.64
C -1.87 -0.30 -0.06
C 0.40 0.40 1.24
C 0.30 1.88 0.76
H 1.71 -3.07 -1.59
H 1.32 -0.09 1.05
H -0.07 2.89 -1.31
H 0.13 0.22 2.27
H 1.03 2.65 1.04
H -2.16 -1.23 -0.48
H -2.48 0.22 0.83
```

For the relative energy (zero: lowest compared OMol25 entry of this formula, charge and spin), the calculation gives 39.1 kcal per mole. The total energy comes out at -62004.1094 eV. Its HOMO energy is -7.08 eV. The LUMO energy is -0.105 Ha. The value obtained for the frontier orbital gap is 0.1549 Eh.

Below is an isolated ion of composition C6H7ClNO and charge +1, with properties calculated with ωB97M-V/def2-TZVPD.

The geometry in XYZ format:
```
16
Properties=species:S:1:pos:R:3
Cl -0.22 -1.26 -2.24
O 1.30 1.74 -1.80
N 0.31 -0.72 0.27
C 0.33 1.29 -1.31
C -0.04 -3.11 1.41
C 0.80 0.11 1.30
C -1.12 1.83 -1.04
C 0.26 -0.25 -0.93
C 0.07 -2.07 0.75
H 1.78 -0.47 1.71
H -1.02 2.81 -0.58
H -0.01 0.26 2.11
H -0.36 -3.98 1.90
H 1.13 1.05 0.87
H -1.63 1.01 -0.40
H -1.58 1.77 -2.01
```

For the relative energy (zero: lowest compared OMol25 entry of this formula, charge and spin), the calculation gives 77.4 kcal per mole. The SMILES is C#C/[N+](C)=C(\Cl)C(C)=O. Its net charge is +1. The total energy comes out at -22384.1044 eV. Its HOMO energy is -15.07 eV. The LUMO energy is -0.198 Ha. The value obtained for the frontier orbital gap is 0.3562 Eh.

Below is one molecule with the formula C6H7ClO2, with properties calculated with ωB97M-V/def2-TZVPD.

The geometry in XYZ format:
```
16
Properties=species:S:1:pos:R:3
Cl -0.85 -1.74 0.73
O -1.76 1.10 0.29
O -0.05 1.89 -0.79
C 1.32 -0.61 -0.33
C -0.59 0.90 -0.23
C 0.06 -0.33 -0.02
C 2.46 -1.60 0.26
C -2.12 2.46 -0.13
C 2.81 -0.48 -0.76
H 2.44 -1.60 1.49
H -1.16 3.20 0.28
H 2.44 -2.85 -0.02
H -1.97 2.70 -1.18
H 3.27 -0.67 -1.82
H -3.19 2.52 0.11
H 3.32 0.39 -0.16
```

For the relative energy (zero: lowest compared OMol25 entry of this formula, charge and spin), the calculation gives 87.4 kcal per mole. The SMILES is COC(=O)C(Cl)=C1CC1. The total energy comes out at -22947.6464 eV. Its HOMO energy is -9.64 eV. The LUMO energy is 0.000 Ha. The value obtained for the frontier orbital gap is 0.3544 Eh.

Below is C6H7CuO6 as an isolated structure, with properties calculated with ωB97M-V/def2-TZVPD.

The geometry in XYZ format:
```
20
Properties=species:S:1:pos:R:3
Cu 1.39 2.09 0.02
O 3.67 1.32 0.39
O 2.23 0.03 -0.67
O 3.67 -0.91 0.80
O -1.67 0.08 1.32
O -0.64 1.13 -0.40
O 0.44 0.93 1.60
C 0.22 -1.07 0.29
C 3.29 0.14 0.27
C -0.33 0.30 0.79
C -1.87 0.72 -0.93
C 1.33 -0.98 -0.70
C -2.59 0.03 0.25
H -3.51 0.56 0.55
H 0.52 -1.62 1.20
H 1.43 -1.69 -1.53
H -1.73 0.02 -1.78
H -2.86 -1.01 0.00
H -0.59 -1.67 -0.17
H -2.41 1.60 -1.30
```

The multiplicity is 2. For the relative energy (zero: lowest compared OMol25 entry of this formula, charge and spin), the calculation gives 9.0 kcal per mole. The expectation value of S² is 0.754. Its net charge is -1. The total energy comes out at -63259.4979 eV. Its HOMO energy (alpha / beta) is -3.62 / -4.96 eV. The LUMO energy (alpha / beta) is 0.106 / 0.105 Ha. The value obtained for the frontier orbital gap (alpha / beta) is 0.2388 / 0.2875 Eh.